# 1
Molecular formula: C4H4N2S
Method: DFT, ωB97M-V with the def2-TZVPD basis set

Structure (XYZ):
```
11
Properties=species:S:1:pos:R:3:forces:R:3:nbo_charge:R:1
S 0.5547 -2.1131 0.5973 -0.5 -0.4 -0.4 0.04
N -1.0153 -0.9057 3.5718 0.5 2.2 -11.2 -0.23
N -0.4364 0.3670 0.2706 2.0 -3.1 -3.3 -0.53
C 0.8415 0.2406 -1.8069 1.6 -1.9 -3.3 -0.43
C -0.4224 -0.8492 0.8964 1.7 1.4 0.9 -0.05
C 0.1776 0.8843 -0.9113 -1.5 2.4 1.7 -0.06
C -0.9259 -0.6917 2.2977 -0.5 -2.9 10.4 0.17
H 0.7393 -0.9077 -1.9736 1.0 2.4 0.4 0.25
H 1.3840 1.0109 -2.4855 -1.0 -2.2 0.5 0.22
H -0.9684 0.9514 0.7314 -3.3 4.0 2.6 0.39
H 0.0713 2.0131 -1.1879 0.0 -2.0 1.8 0.23
```
Positions in Å, forces in eV/Å.

Calculated values
E_HOMO ... -0.33731 hartree
Orbital gap ... 8.12 eV
E_LUMO ... -0.039 hartree

# 2
Molecular formula: C4H4N2S
Method: DFT, ωB97M-V with the def2-TZVPD basis set

Structure (XYZ):
```
11
Properties=species:S:1:pos:R:3:forces:R:3:nbo_charge:R:1
S 3.6064 0.1456 -0.4803 -0.2 0.0 0.2 0.08
N -1.1268 -2.7215 0.3875 0.0 -0.3 0.1 -0.31
N -2.4953 1.5184 -0.1630 0.2 0.2 0.3 -0.59
C -1.0725 -1.6713 -0.0725 -0.3 -0.5 0.4 0.27
C -0.9701 -0.3999 -0.6495 0.8 0.0 -0.8 -0.57
C 2.6761 0.2917 0.8199 0.2 -0.1 -0.4 -0.46
C -1.8397 0.5621 -0.4765 -0.4 0.6 0.3 0.51
H 1.9708 1.1062 0.9266 -0.1 0.1 0.1 0.19
H -0.1246 -0.2475 -1.3081 0.0 0.2 -0.1 0.28
H -3.3359 1.8436 -0.6131 -0.1 -0.2 -0.3 0.41
H 2.7116 -0.4273 1.6291 0.0 -0.1 0.1 0.19
```
Positions in Å, forces in eV/Å.

Calculated values
E_HOMO ... -0.33176 hartree
Orbital gap ... 8.52 eV
E_LUMO ... -0.019 hartree

# 3
Molecular formula: C4H4N2S
Method: DFT, ωB97M-V with the def2-TZVPD basis set

Structure (XYZ):
```
11
Properties=species:S:1:pos:R:3:forces:R:3:nbo_charge:R:1
S -0.8406 1.6468 1.7761 1.6 -1.0 0.9 0.71
N -3.4042 2.5738 -0.5540 -1.9 0.7 -0.8 -0.42
N -1.3518 1.7092 0.2692 4.2 -1.6 -0.1 -0.77
C 0.2618 -0.2053 0.2663 0.0 2.0 -1.2 -0.38
C -2.4493 2.1256 -0.1078 -3.3 1.6 -0.9 0.38
C -0.3905 0.2000 -0.8622 -2.7 2.5 -2.2 -0.13
C 0.3821 0.4851 1.4001 0.6 1.7 2.2 -0.31
H 0.5111 -1.1702 0.2911 1.4 -3.9 0.2 0.24
H -1.0750 -0.4362 -1.4256 0.4 -0.8 0.3 0.21
H -0.2667 1.0899 -1.5494 0.7 -0.9 1.4 0.23
H 1.1877 0.2781 2.1135 -0.8 -0.1 0.2 0.25
```
Positions in Å, forces in eV/Å.

Calculated values
E_HOMO (alpha / beta) ... -0.30463 / -0.30465 hartree
Orbital gap (alpha / beta) ... 7.19 / 7.19 eV
E_LUMO (alpha / beta) ... -0.040 / -0.040 hartree

# 4
Molecular formula: C4H4N2S
Method: DFT, ωB97M-V with the def2-TZVPD basis set

Structure (XYZ):
```
11
Properties=species:S:1:pos:R:3:forces:R:3:nbo_charge:R:1
S -2.0929 -0.8831 -0.0195 -1.2 -0.5 0.0 0.11
N 3.1372 -1.0294 -0.0413 -3.4 2.8 0.0 -0.31
N -0.9092 1.7462 -0.0786 -1.0 -1.4 0.2 -0.77
C -0.0002 0.7302 -0.0133 0.2 0.1 0.6 0.16
C 2.2500 -0.2328 -0.0190 3.7 -2.9 0.1 0.24
C 1.3470 0.8459 0.0657 0.0 1.9 -0.4 -0.37
C -0.5321 -0.6012 0.0621 0.3 -2.1 0.1 -0.34
H 0.1483 -1.4929 0.2075 -0.4 1.4 -0.3 0.24
H -0.5688 2.6441 -0.0110 0.9 2.1 0.1 0.38
H -1.8723 1.6460 0.2849 1.1 -0.5 -0.5 0.42
H 1.7939 1.8631 0.0966 -0.2 -0.9 0.0 0.24
```
Positions in Å, forces in eV/Å.

Calculated values
E_HOMO ... -0.33807 hartree
Orbital gap ... 7.79 eV
E_LUMO ... -0.052 hartree

# 5
Molecular formula: C4H4N2S
Method: DFT, ωB97M-V with the def2-TZVPD basis set

Structure (XYZ):
```
11
Properties=species:S:1:pos:R:3:forces:R:3:nbo_charge:R:1
S 1.1045 2.5709 -0.3629 0.1 0.0 -0.2 -0.09
N 1.0147 -0.4283 2.3723 0.1 0.1 0.4 -0.24
N 1.7421 -1.1046 -1.9018 0.2 0.0 -0.3 -0.24
C 1.0177 -0.8861 -1.0324 0.2 -0.1 -0.2 0.22
C 0.1244 -0.6376 0.0023 -0.4 -0.2 -0.1 -0.08
C -1.3315 -0.5255 -0.2558 -0.4 0.2 -0.1 -0.64
C 0.6264 -0.5195 1.2906 0.2 0.0 0.3 0.22
H 0.8073 2.9672 0.8752 0.0 0.1 0.2 0.10
H -1.6343 -1.2020 -1.0520 0.0 -0.1 0.0 0.24
H -1.8989 -0.7247 0.6517 0.0 0.0 -0.1 0.24
H -1.5724 0.4902 -0.5870 0.0 0.0 0.0 0.25
```
Positions in Å, forces in eV/Å.

Calculated values
E_HOMO (alpha / beta) ... -0.35218 / -0.36898 hartree
2S+1 ... 3
Orbital gap (alpha / beta) ... 10.12 / 7.17 eV
Expectation value of S² ... 2.02
E_LUMO (alpha / beta) ... 0.020 / -0.105 hartree

# 6
Molecular formula: C4H4N2S2
Method: DFT, ωB97M-V with the def2-TZVPD basis set

Structure (XYZ):
```
12
Properties=species:S:1:pos:R:3:forces:R:3:nbo_charge:R:1
S -2.7617 0.1248 -0.4041 0.3 0.1 -0.5 0.02
S 1.2469 1.8890 0.0609 0.1 1.1 -0.1 0.24
N 0.3708 -1.7838 0.3451 0.6 2.1 -0.1 -0.22
N 1.8328 -1.7995 -0.1277 -1.9 -2.6 0.6 -0.19
C 1.1340 0.3226 -0.1126 -0.5 -0.1 0.0 -0.25
C 2.1757 -0.6600 -0.4750 -0.6 1.2 -0.1 -0.01
C -0.0062 -0.5322 0.3348 -0.3 -2.0 -0.3 0.16
C -1.4159 -0.0685 0.7649 0.8 -2.4 2.4 -0.59
H 3.1034 -0.5373 -0.9782 0.7 0.6 0.0 0.23
H -1.7574 -0.7942 1.6458 0.8 1.4 -2.0 0.25
H -1.2596 0.8755 1.2502 -0.2 0.7 0.1 0.25
H -2.6007 -1.0523 -1.0205 0.0 -0.1 0.0 0.13
```
Positions in Å, forces in eV/Å.

Calculated values
E_HOMO ... -0.35004 hartree
Orbital gap ... 7.38 eV
E_LUMO ... -0.079 hartree

Computed values of electronic energy (unit: eV) for the preceding records, in sequence: -18024.42123; -18025.30615; -18023.45703; -18026.72665; -18024.71861; -28860.61594.
Computed values of relative energy (zero: lowest compared OMol25 entry of this formula, charge and spin) (unit: kcal per mole) for the preceding records, in sequence: 88.1; 67.7; 110.3; 34.9; 0.0; 67.4.